20
Properties=species:S:1:pos:R:3:lowdin_charge:R:1 method="wB97M-V/def2-TZVPD" homo_lumo_gap_ev=9.3 smiles="CO[C@@]1(Cl)C=CC=C[C@@H]1[N+](=O)[O-]"
Cl -2.067 2.040 -0.541 0.754
O -3.890 0.289 0.815 0.087
O 0.055 1.131 0.788 -0.163
O -3.450 -1.298 -0.571 0.121
N -3.185 -0.469 0.259 -0.441
C -1.826 -0.401 0.715 -0.197
C -0.178 -2.149 -0.116 -0.029
C -0.367 0.002 -1.281 -0.110
C -0.972 0.681 -0.137 -0.725
C -1.076 -1.704 0.808 -0.012
C 1.104 2.025 0.388 -0.090
C 0.165 -1.200 -1.188 -0.084
H 0.883 -1.439 -1.998 0.119
H 1.529 2.543 1.316 0.116
H 1.991 1.666 -0.012 0.052
H -1.491 -2.293 1.583 0.104
H 0.827 2.873 -0.236 0.079
H 0.385 -3.076 0.064 0.113
H -1.732 0.052 1.672 0.147
H -0.047 0.521 -2.294 0.160